Version w
A structure of composition CH3NO2S, computed with ωB97M-V with the def2-TZVPD basis set.

Last column: Löwdin spin population.
Element x y z (Å)
1 S 0.38832 -0.40803 0.70203  0.10
2 O 1.68473 -0.16205 1.24408  0.03
3 O -0.58134 -1.12801 1.45501  0.05
4 N 0.28603 -0.64498 -0.88090  0.85
5 C -0.29009 1.06203 -0.14894  0.83
6 H -1.29428 0.73705 -0.41915  0.04
7 H 0.28008 1.76664 -0.62544  0.06
8 H -0.47344 -1.22266 -1.32668  0.03

Values from the calculation:
Lowest unoccupied orbital energy (alpha / beta) (Ha): 0.018 / -0.134
Multiplicity: 3
Orbital gap (alpha / beta) (eV): 8.11 / 7.92
<S²>: 2.01

***

Version x
A cluster of 2 separate species, CH3NO2S in total, computed with ωB97M-V with the def2-TZVPD basis set.

Last column: Löwdin spin population.
Element x y z (Å)
1 S 2.14444 -0.63176 0.08622  1.63
2 O -1.07763 0.64782 0.30847  0.01
3 O 1.55811 1.18061 0.20691  0.32
4 N -1.96685 -1.24024 -0.74349  0.00
5 C -1.42628 -0.33764 -0.20257  0.00
6 H 1.93752 1.46823 1.05210  0.02
7 H 0.57613 1.08742 0.29673  0.01
8 H -1.74544 -2.17443 -1.00438  0.00

Values from the calculation:
Lowest unoccupied orbital energy (alpha / beta) (Ha): 0.023 / -0.044
Multiplicity: 3
Orbital gap (alpha / beta) (eV): 7.28 / 7.24
<S²>: 2.00

***

Most stable = version x

***

Version w
The molecule C2H4N2O, computed with ωB97M-V with the def2-TZVPD basis set.

Last column: Löwdin spin population.
Element x y z (Å)
1 O 0.17807 0.65321 0.50901  0.06
2 N -2.36288 0.32209 0.07547  0.76
3 N -1.82720 -0.55380 -0.59838  0.77
4 C 1.25526 0.24998 -0.37017  0.02
5 C -1.04127 -0.15492 0.60065  0.39
6 H 2.19786 0.50667 0.16755  0.00
7 H -0.97422 -0.91687 1.45215  0.00
8 H 1.36100 -0.85398 -0.48840  0.00
9 H 1.21337 0.74762 -1.34788  0.00

Values from the calculation:
Lowest unoccupied orbital energy (alpha / beta) (Ha): 0.035 / -0.095
Multiplicity: 3
Orbital gap (alpha / beta) (eV): 8.07 / 8.64
<S²>: 2.01

***

Version x
A cluster of 2 separate species, C2H4N2O in total, computed with ωB97M-V with the def2-TZVPD basis set.

Last column: Löwdin spin population.
Element x y z (Å)
1 O 1.36735 0.83219 -3.08101  0.00
2 N -0.65376 -0.85056 0.69669  1.03
3 N 1.92398 0.69969 -0.85269  0.01
4 C 1.52629 0.76618 -1.94826  0.00
5 C -1.43559 -0.11742 1.37252  0.71
6 H -1.05768 0.97439 1.65112  0.08
7 H 1.60420 0.08230 -0.15501  0.01
8 H -2.25361 -0.53436 1.87246  0.10
9 H -1.02116 -1.85241 0.44420  0.05

Values from the calculation:
Lowest unoccupied orbital energy (alpha / beta) (Ha): 0.028 / -0.106
Multiplicity: 3
Orbital gap (alpha / beta) (eV): 6.95 / 8.20
<S²>: 2.01

***

Version y
A cluster of 2 separate species, C2H4N2O in total, computed with ωB97M-V with the def2-TZVPD basis set.

Last column: Löwdin spin population.
Element x y z (Å)
1 O 2.25175 0.39492 -0.59989  0.96
2 N -1.96681 0.61754 1.37179  0.00
3 N -2.46773 0.48786 0.26857  0.00
4 C 1.65975 1.42118 -0.84121  0.77
5 C -2.46422 0.31374 -0.89101  0.00
6 H 1.80468 2.50218 -0.40386  0.14
7 H 0.76359 1.44892 -1.45676  0.13
8 H -2.54547 0.49142 2.10030  0.00
9 H -2.91042 0.60581 -1.80749  0.00

Values from the calculation:
Lowest unoccupied orbital energy (alpha / beta) (Ha): 0.025 / -0.085
Multiplicity: 3
Orbital gap (alpha / beta) (eV): 7.29 / 6.51
<S²>: 2.01

***

Most stable = version x

***

Version w
A cluster of 2 separate species, C5H11N in total, computed with ωB97M-V with the def2-TZVPD basis set.

Last column: Löwdin charge in e.
Element x y z (Å)
1 N 1.92431 1.68884 0.29966  0.00
2 C 1.13926 2.40643 1.24413  -0.28
3 C -0.72259 -2.53263 -1.77051  -0.11
4 C 0.01956 3.00241 0.84950  -0.03
5 C -1.32794 -1.88361 -0.55357  -0.27
6 C -0.80909 -1.69227 0.65980  -0.04
7 H 0.28010 -1.52204 0.69395  0.05
8 H 0.23414 -3.01350 -1.52078  0.08
9 H -2.39931 -1.59635 -0.61960  0.10
10 H 1.42762 0.89892 -0.10816  0.07
11 H -1.36563 -3.14665 -2.39126  0.07
12 H 1.63697 2.49911 2.20217  0.09
13 H 2.81805 1.33407 0.61481  0.07
14 H -0.54631 -1.63385 -2.39046  0.07
15 H -0.43577 3.83300 1.36187  0.04
16 H -1.44209 -1.45322 1.54441  0.06
17 H -0.43128 2.81135 -0.11596  0.05

Values from the calculation:
Lowest unoccupied orbital energy (Ha): 0.038
Multiplicity: 1
Orbital gap (eV): 9.44

***

Version x
The molecule C5H11N, computed with ωB97M-V with the def2-TZVPD basis set.

Last column: Löwdin charge in e.
Element x y z (Å)
1 N 0.29170 1.01352 -1.23552  0.01
2 C 1.56234 1.53193 -1.15128  -0.29
3 C -1.32966 -2.10474 0.56041  -0.12
4 C -0.04025 0.08921 0.51071  -0.14
5 C -1.00938 -0.83099 -0.22847  -0.30
6 C 0.81543 1.67361 0.17024  -0.22
7 H -0.54197 -1.10833 -1.17270  0.09
8 H 0.85951 -0.47539 0.77100  0.11
9 H -0.41997 -2.67798 0.78269  0.07
10 H -1.97071 -2.74976 -0.05106  0.07
11 H 0.37072 2.65193 0.33940  0.11
12 H 1.76268 2.52555 -1.56290  0.11
13 H -1.92665 -0.28838 -0.47547  0.11
14 H 2.42292 0.84459 -1.16993  0.10
15 H -0.50359 0.44129 1.44517  0.11
16 H -1.85135 -1.91833 1.50538  0.07
17 H 1.50822 1.38228 0.96232  0.11

Values from the calculation:
Lowest unoccupied orbital energy (Ha): 0.031
Multiplicity: 1
Orbital gap (eV): 8.72

***

Version y
A cluster of 3 separate species, C5H11N in total, computed with ωB97M-V with the def2-TZVPD basis set.

Last column: Löwdin charge in e.
Element x y z (Å)
1 N 0.15396 0.37234 0.62282  0.03
2 C 3.22535 0.03389 0.94417  -0.11
3 C 0.39510 -0.54174 -0.26016  -0.19
4 C -1.94684 -0.66517 0.14719  -0.14
5 C 2.46460 0.61418 0.03573  -0.06
6 C -2.65174 0.38551 -0.64950  -0.19
7 H -2.11968 -0.70353 1.21496  0.05
8 H 0.68488 -1.52751 0.08832  0.09
9 H -2.18642 0.53636 -1.63031  0.06
10 H 2.81948 1.26996 -0.75952  0.03
11 H -1.84644 -1.64551 -0.31257  0.05
12 H 0.34614 -0.40320 -1.33987  0.09
13 H -2.66644 1.34725 -0.13118  0.06
14 H 4.31288 0.14590 0.98389  0.04
15 H -3.70058 0.12011 -0.84913  0.07
16 H 2.79953 -0.59381 1.72635  0.04
17 H -0.08376 1.25499 0.16883  0.07

Values from the calculation:
Lowest unoccupied orbital energy (alpha / beta) (Ha): 0.029 / 0.034
Multiplicity: 1
Orbital gap (alpha / beta) (eV): 7.78 / 8.54

***

Version z
A cluster of 2 separate species, C5H11N in total, computed with ωB97M-V with the def2-TZVPD basis set.

Last column: Löwdin charge in e.
Element x y z (Å)
1 N -0.36606 -0.87006 0.41659  -0.16
2 C 0.64134 -1.57081 0.95556  -0.09
3 C -1.24318 0.07659 0.38981  -0.16
4 C 1.71932 1.36580 0.42348  -0.05
5 C 0.37174 -1.74260 -0.49013  -0.11
6 C -1.83743 0.59965 -0.87289  -0.08
7 H 0.95067 1.24243 -0.33184  0.00
8 H 1.00278 -1.21325 -1.21079  0.09
9 H -1.80536 1.69658 -0.90310  0.07
10 H -1.56565 0.47722 1.34410  0.12
11 H 2.29257 0.43868 0.49978  0.02
12 H 0.61851 -2.23129 1.80569  0.07
13 H -1.31675 0.21221 -1.75584  0.08
14 H -0.18642 -2.58624 -0.91076  0.10
15 H -2.88974 0.30272 -0.91962  0.07
16 H 2.35371 2.21006 0.17194  0.02
17 H 1.25996 1.59230 1.38801  0.03

Values from the calculation:
Lowest unoccupied orbital energy (alpha / beta) (Ha): 0.039 / 0.039
Multiplicity: 1
Orbital gap (alpha / beta) (eV): 7.93 / 7.93

***

Most stable = version w

***

Version w
The molecule C5H11N, computed with ωB97M-V with the def2-TZVPD basis set.

Last column: Löwdin charge in e.
Element x y z (Å)
1 N -1.09329 0.46099 -0.15233  -0.22
2 C -0.96344 1.66180 0.56886  -0.09
3 C 2.05862 -1.10292 -0.09239  -0.12
4 C -2.08177 -0.56136 -0.25165  -0.09
5 C 0.15495 0.56332 0.51276  -0.24
6 C 1.32246 0.21008 -0.48958  -0.19
7 H -0.87181 2.59905 0.01581  0.09
8 H 1.41748 -1.99671 -0.13946  0.07
9 H -2.86462 -0.16997 -0.90918  0.08
10 H -1.58555 -1.39797 -0.75974  0.08
11 H 0.37352 0.16900 1.52021  0.12
12 H 0.86051 0.03787 -1.47599  0.10
13 H 2.06758 1.00127 -0.62405  0.09
14 H -2.53463 -0.91962 0.68912  0.08
15 H 2.48095 -1.04286 0.91736  0.06
16 H -1.64033 1.79458 1.44401  0.11
17 H 2.89940 -1.30655 -0.77376  0.07

Values from the calculation:
Lowest unoccupied orbital energy (Ha): 0.043
Multiplicity: 1
Orbital gap (eV): 9.58

***

Version x
A cluster of 2 separate species, C5H11N in total, computed with ωB97M-V with the def2-TZVPD basis set.

Last column: Löwdin charge in e.
Element x y z (Å)
1 N -1.12915 -0.10843 -0.07378  -0.16
2 C -1.60335 0.62396 -1.03823  0.02
3 C 0.46881 0.67028 1.69610  -0.06
4 C -0.26010 -0.34754 0.89233  -0.28
5 C 1.96793 -0.32421 -1.52079  -0.05
6 C -1.56445 -1.04687 0.94888  -0.04
7 H 2.70781 -0.92330 -2.05583  0.02
8 H -2.52529 0.32822 -1.51975  0.06
9 H 1.11171 -0.12682 -2.17179  0.01
10 H -0.20279 1.45728 2.07994  0.08
11 H -1.63026 -2.09801 0.66181  0.10
12 H 1.22772 1.15674 1.07222  0.06
13 H -1.02003 1.47011 -1.38169  0.06
14 H 2.41836 0.62571 -1.21809  0.02
15 H 0.98535 0.21009 2.54208  0.07
16 H 1.61947 -0.86080 -0.63482  0.00
17 H -2.41477 -0.68164 1.54021  0.10

Values from the calculation:
Lowest unoccupied orbital energy (Ha): 0.036
Multiplicity: 1
Orbital gap (eV): 8.05

***

Version y
The molecule C5H11N, computed with ωB97M-V with the def2-TZVPD basis set.

Last column: Löwdin charge in e.
Element x y z (Å)
1 N -0.97624 -0.76370 -0.33401  -0.06
2 C 1.35115 -0.43616 0.06593  -0.28
3 C -2.01983 -0.02250 0.39489  -0.24
4 C 0.05671 0.30641 0.01847  -0.26
5 C 2.52499 0.50252 0.24303  -0.12
6 C -2.34654 -0.64340 -0.86783  -0.14
7 H -2.95316 -1.53634 -0.71993  0.10
8 H -2.17300 -0.43988 1.37425  0.11
9 H 1.39514 -0.99569 -0.86770  0.11
10 H -0.06608 0.76708 1.03768  0.12
11 H 2.48382 1.29309 -0.51490  0.07
12 H 0.03442 1.16864 -0.65880  0.12
13 H -2.61627 -0.03679 -1.73059  0.10
14 H 3.46215 -0.04166 0.12473  0.07
15 H 2.52619 0.98507 1.22867  0.07
16 H 1.28847 -1.17271 0.88049  0.12
17 H -1.97192 1.06604 0.32563  0.10

Values from the calculation:
Lowest unoccupied orbital energy (Ha): 0.043
Multiplicity: 1
Orbital gap (eV): 10.11

***

Most stable = version w

***

Version w
The molecule C5H11N, computed with ωB97M-V with the def2-TZVPD basis set.

Last column: Löwdin charge in e.
Element x y z (Å)
1 N 0.08024 -0.48290 0.82997  -0.14
2 C 0.13246 1.82746 0.05348  -0.04
3 C -0.37224 0.02344 -1.69062  -0.04
4 C -0.85633 -1.38827 1.43578  -0.08
5 C 1.33670 -0.50478 0.17173  -0.09
6 C 0.19441 0.35703 -0.31439  -0.52
7 H -1.64513 -1.78876 0.77884  0.07
8 H 0.53284 1.94299 1.06484  0.08
9 H -1.35278 -0.86241 2.26650  0.07
10 H 2.17108 -0.05204 0.71464  0.10
11 H -1.44536 0.23744 -1.75902  0.08
12 H 0.68258 2.47567 -0.63679  0.08
13 H 1.63859 -1.32934 -0.48625  0.11
14 H -0.31617 -2.23035 1.88055  0.08
15 H -0.20739 -1.02291 -1.97060  0.08
16 H -0.91553 2.15391 0.07136  0.08
17 H 0.12786 0.64688 -2.44539  0.08

Values from the calculation:
Lowest unoccupied orbital energy (Ha): 0.037
Multiplicity: 1
Orbital gap (eV): 9.18

***

Version x
The molecule C5H11N, computed with ωB97M-V with the def2-TZVPD basis set.

Last column: Löwdin charge in e.
Element x y z (Å)
1 N 0.90958 -0.95212 -1.13051  0.00
2 C -1.38680 0.08395 1.84421  -0.02
3 C 0.16836 -0.46828 -0.13995  -0.41
4 C -0.26541 1.06350 1.68826  -0.26
5 C 0.40517 -0.75371 -2.44636  -0.16
6 C 0.40875 0.98591 0.31913  -0.18
7 H 1.45389 1.30932 0.29238  0.11
8 H -2.41575 0.36526 1.56953  0.05
9 H 0.57512 0.29049 -2.75764  0.09
10 H -1.50666 -0.34477 2.83725  0.05
11 H -0.69009 -0.80366 -2.55587  0.08
12 H -0.06507 2.01208 2.17365  0.12
13 H -0.04890 1.64549 -0.43052  0.11
14 H 0.32519 0.19829 2.08900  0.10
15 H -0.93069 -0.41917 -0.37879  0.12
16 H 0.89839 -1.43239 -3.13876  0.07
17 H 0.08637 -1.10020 0.79400  0.13

Values from the calculation:
Lowest unoccupied orbital energy (Ha): -0.066
Multiplicity: 1
Orbital gap (eV): 5.53

***

Most stable = version w

***

Version w
A cluster of 2 separate species, C3H3O3S in total, computed with ωB97M-V with the def2-TZVPD basis set.

Last column: Löwdin charge in e.
Element x y z (Å)
1 S 1.20862 -0.66322 -0.24892  0.80
2 O 1.71710 1.87218 -0.70250  -0.06
3 O 1.11649 -1.22072 1.37687  -0.57
4 O 1.14763 1.21237 1.37973  -0.08
5 C -2.01428 0.07700 -0.83415  -0.05
6 C 1.38445 1.13905 0.19561  -1.02
7 C -1.83237 -1.04289 -1.15904  -0.07
8 H 0.98055 -0.25045 1.74969  -0.01
9 H -1.84672 0.97749 -0.28156  0.03
10 H -1.86148 -2.10082 -1.47571  0.04

Values from the calculation:
Lowest unoccupied orbital energy (Ha): 0.138
Multiplicity: 1
Charge: -1
Orbital gap (eV): 7.29

***

Version x
A cluster of 2 separate species, C3H3O3S in total, computed with ωB97M-V with the def2-TZVPD basis set.

Last column: Löwdin charge in e.
Element x y z (Å)
1 S -4.43333 0.25877 -0.24531  0.78
2 O -5.22819 -0.97380 -0.60905  -0.56
3 O -4.91557 0.88184 0.97990  -0.53
4 O -0.72704 1.33927 -0.44287  -0.10
5 C -1.52742 -1.09904 0.02600  -0.06
6 C 0.49750 0.75650 -0.01471  -0.18
7 C -0.76162 -0.01414 0.00571  -0.45
8 H -1.41156 -2.05184 0.62140  -0.03
9 H 1.06113 1.20390 0.74153  0.06
10 H 1.05932 0.63343 -0.90985  0.07

Values from the calculation:
Lowest unoccupied orbital energy (alpha / beta) (Ha): 0.125 / 0.129
Multiplicity: 1
Charge: -1
Orbital gap (alpha / beta) (eV): 5.87 / 6.15

***

Most stable = version w

***

Version w
A cluster of 2 separate species, C3H3O3S in total, computed with ωB97M-V with the def2-TZVPD basis set.

Last column: Löwdin charge in e.
Element x y z (Å)
1 S 0.09273 -2.84173 -0.44975  0.06
2 O -1.10465 0.56872 -0.98198  0.02
3 O -0.97297 -0.42839 2.31751  0.03
4 O 0.15785 1.36852 1.67635  0.05
5 C 0.29655 0.78853 -1.06935  -0.12
6 C -0.36239 -0.04212 -0.04437  -0.13
7 C -0.38990 0.31419 1.57948  -0.73
8 H 0.46392 1.87018 -0.79602  0.13
9 H 0.86607 0.24967 -1.85231  0.11
10 H 0.95279 -1.84758 -0.37957  -0.42

Values from the calculation:
Lowest unoccupied orbital energy (Ha): 0.107
Multiplicity: 1
Charge: -1
Orbital gap (eV): 6.93

***

Version x
The ion C3H3O3S with charge -1, computed with ωB97M-V with the def2-TZVPD basis set.

Last column: Löwdin charge in e.
Element x y z (Å)
1 S 0.11128 1.64292 -3.51506  0.64
2 O -1.07602 -0.83381 -1.06395  -0.06
3 O -0.16570 3.07897 -3.38011  -0.59
4 O 1.47701 1.47741 -4.05176  -0.58
5 C 0.43290 1.12994 -1.37659  -0.13
6 C -0.08637 0.13715 -0.78010  -0.42
7 C -0.38478 -0.89600 0.21640  -0.12
8 H -1.17612 -0.62468 0.90468  0.08
9 H 0.33198 -1.69016 0.56264  0.11
10 H 1.20017 1.77731 -0.83145  0.07

Values from the calculation:
Lowest unoccupied orbital energy (Ha): 0.140
Multiplicity: 1
Charge: -1
Orbital gap (eV): 7.30

***

Most stable = version w